Entry from the Open Molecules 2025 dataset: a 14-piece molecular cluster, C42H74O42 overall at a distorted geometry (ωB97M-V/def2-TZVPD).

```
158
Properties=species:S:1:pos:R:3:lowdin_charge:R:1
C -1.9867 3.1222 6.0440 -0.127
C -0.8703 2.3456 5.3472 -0.073
O -0.6821 1.2820 6.3045 0.070
C -1.2053 1.6390 7.4445 -0.611
O -1.1582 0.9636 8.4506 0.141
O -1.6437 2.8973 7.3903 0.089
H -2.9758 2.7372 5.7797 0.116
H -2.1374 4.1680 5.7756 0.138
H 0.0329 2.9450 5.2422 0.131
H -1.2607 2.0391 4.3779 0.119
C -2.4110 -0.2005 -3.5612 -0.095
C -2.1333 -1.6754 -3.3998 -0.122
O -2.5962 -2.2165 -4.6523 0.049
C -3.3987 -1.2920 -5.2486 -0.581
O -3.9785 -1.4709 -6.2816 0.157
O -3.5150 -0.2187 -4.4875 0.092
H -1.5530 0.3763 -3.9020 0.131
H -2.7847 0.1920 -2.6172 0.126
H -2.6721 -2.1690 -2.5899 0.121
H -1.0821 -1.8989 -3.2195 0.104
C -5.4292 -1.3548 5.3136 -0.089
C -4.1438 -0.7409 5.9194 -0.109
O -4.2741 0.6475 5.7390 0.070
C -5.5491 0.9014 5.4423 -0.581
O -6.0192 2.0074 5.4038 0.142
O -6.2728 -0.2184 5.3121 0.070
H -5.8944 -2.0909 5.9651 0.135
H -5.2469 -1.7094 4.2990 0.125
H -3.3099 -1.1939 5.3812 0.107
H -4.0034 -1.0280 6.9621 0.141
C 2.8665 5.4567 -1.4205 -0.115
C 3.9370 5.3026 -0.3086 -0.078
O 3.7174 3.9910 0.2070 0.081
C 2.6127 3.4812 -0.2736 -0.553
O 2.1337 2.4051 0.0250 0.135
O 2.1008 4.2753 -1.2419 0.051
H 3.4264 5.5042 -2.3501 0.105
H 2.3053 6.3616 -1.1961 0.122
H 3.8098 6.0912 0.4298 0.131
H 4.9220 5.3389 -0.7678 0.128
C 2.4374 1.1618 2.8298 -0.114
C 3.6202 0.9515 1.9421 -0.107
O 4.4581 0.0000 2.6538 0.065
C 3.7796 -0.4639 3.7347 -0.582
O 4.1423 -1.2364 4.5722 0.149
O 2.5763 0.1121 3.7665 0.033
H 1.5752 0.9245 2.2062 0.114
H 2.4043 1.9910 3.5376 0.142
H 4.2102 1.8618 1.8483 0.127
H 3.3994 0.4908 0.9835 0.117
C 1.3439 -3.2057 2.5835 -0.016
O 2.0680 -3.2040 1.3600 0.030
C 1.8944 -4.2273 0.5689 -0.603
O 1.0996 -5.1410 0.7040 0.125
O 2.7023 -4.0082 -0.4717 -0.028
C 2.5773 -4.8448 -1.5915 -0.044
H 0.3274 -2.9100 2.3097 0.081
H 1.6924 -2.4855 3.3174 0.091
H 1.2121 -4.1506 3.1110 0.106
H 3.4395 -4.7788 -2.2475 0.094
H 1.6027 -4.5441 -1.9850 0.092
H 2.4059 -5.8838 -1.2991 0.101
C -0.0300 -1.8596 6.3501 -0.009
O -1.1247 -2.2857 5.5361 -0.022
C -1.1241 -3.5484 5.1201 -0.609
O -0.6372 -4.4775 5.7104 0.143
O -1.8808 -3.6141 4.0176 -0.025
C -2.0324 -4.8454 3.3556 -0.042
H 0.2319 -2.5395 7.1633 0.101
H -0.4045 -1.0031 6.9034 0.070
H 0.8987 -1.6723 5.8128 0.099
H -1.7443 -5.7139 3.9493 0.102
H -1.4499 -4.8598 2.4339 0.097
H -3.0821 -5.0436 3.1410 0.083
C -0.5130 6.6010 -2.2518 -0.037
O -1.5730 5.9093 -2.9211 0.030
C -1.6719 4.5818 -2.8306 -0.588
O -2.4556 3.9121 -3.4449 0.146
O -0.7629 4.0560 -1.9979 -0.049
C -0.6700 2.6414 -1.8306 -0.030
H 0.2901 6.7788 -2.9719 0.080
H -0.0674 6.1039 -1.3946 0.078
H -0.8419 7.6061 -1.9939 0.098
H -0.5615 2.3754 -0.7840 0.060
H 0.2861 2.4582 -2.3247 0.089
H -1.4485 2.0108 -2.2483 0.074
C 1.0883 -0.3881 -1.2776 -0.028
O 0.8811 -0.5944 0.1224 0.012
C -0.4048 -0.4598 0.4841 -0.584
O -1.2786 0.0244 -0.2116 0.111
O -0.5683 -0.9058 1.7122 -0.001
C -1.8382 -0.7249 2.3297 -0.001
H 0.2524 -0.7938 -1.8457 0.076
H 2.0745 -0.8179 -1.4503 0.086
H 1.1946 0.6264 -1.6686 0.069
H -1.9407 -1.2849 3.2587 0.076
H -2.6468 -1.1121 1.7103 0.086
H -1.9116 0.3415 2.5370 0.082
C 3.1230 1.1207 -4.8694 -0.031
O 2.8438 2.3018 -5.5978 0.047
C 3.0106 3.4458 -4.9823 -0.584
O 3.3348 3.6625 -3.8288 0.097
O 2.5184 4.3978 -5.7593 0.021
C 2.3405 5.7387 -5.3220 -0.025
H 2.9350 0.2240 -5.4594 0.086
H 2.4783 1.0050 -3.9987 0.094
H 4.1823 1.0720 -4.6296 0.078
H 3.1701 6.3318 -5.7026 0.101
H 2.1730 5.8649 -4.2536 0.065
H 1.4317 6.1555 -5.7564 0.099
C -6.5602 2.9616 2.2432 -0.036
O -5.4643 3.3764 1.4219 0.027
C -4.2762 2.8370 1.7090 -0.550
O -3.9594 2.0194 2.5222 0.139
O -3.4370 3.5002 0.8347 -0.005
C -2.0719 3.5677 1.1660 -0.063
H -6.9815 3.7188 2.9021 0.100
H -6.4639 2.0823 2.8789 0.073
H -7.3479 2.6589 1.5509 0.094
H -1.5715 2.6008 1.0797 0.077
H -1.9211 3.9773 2.1679 0.096
H -1.5290 4.2284 0.4913 0.086
C 5.4517 2.2068 -2.3065 -0.029
O 5.8901 1.0253 -1.6486 0.019
C 5.2786 -0.1461 -1.8594 -0.587
O 4.3053 -0.3513 -2.5736 0.088
O 5.8413 -1.0558 -1.1109 0.013
C 5.2363 -2.3454 -0.8970 0.007
H 4.4305 2.4037 -1.9792 0.077
H 5.4123 2.1123 -3.3881 0.079
H 6.0480 3.0664 -2.0116 0.100
H 4.8304 -2.7133 -1.8366 0.084
H 4.4514 -2.1934 -0.1588 0.088
H 6.0209 -2.9660 -0.4754 0.105
C -4.1326 -3.4493 1.0476 -0.024
O -3.0763 -3.3967 0.0741 -0.005
C -3.0349 -4.2762 -0.9105 -0.609
O -3.8232 -5.1997 -1.0509 0.113
O -1.9469 -4.0534 -1.6339 -0.021
C -1.7621 -4.8366 -2.8197 -0.009
H -3.7969 -2.8769 1.9097 0.065
H -4.3669 -4.4631 1.3596 0.092
H -4.9663 -2.8962 0.6170 0.107
H -2.5809 -5.5170 -3.0473 0.104
H -0.7802 -5.2871 -2.7145 0.094
H -1.7664 -4.2233 -3.7242 0.079
C 1.8706 -2.4348 -4.3765 -0.007
O 1.1375 -3.3312 -5.2222 -0.001
C 1.8136 -3.8575 -6.2295 -0.608
O 2.8316 -3.4310 -6.7100 0.136
O 1.1300 -4.9778 -6.5551 0.000
C 1.6014 -5.7185 -7.6985 -0.040
H 2.5318 -3.0592 -3.7792 0.087
H 1.1356 -1.8570 -3.8233 0.076
H 2.4710 -1.7379 -4.9602 0.073
H 0.8394 -6.4668 -7.9027 0.091
H 2.5084 -6.2892 -7.4910 0.092
H 1.8295 -5.1415 -8.5927 0.095
```

Results
Energy above the lowest of the compared OMol25 structures with the same formula, charge and spin   2.422 eV
Kohn-Sham gap   10.458 eV
E_HOMO   -10.7 eV